Entry 1:
70
Properties=species:S:1:pos:R:3 method="wB97M-V/def2-TZVPD" multiplicity=3 gap_ev="7.8 / 6.6" s_squared=2.007 total_charge=+1 lumo_ev="-3.01 / -4.53"
Pd -0.60149 -1.16147 -1.52492
O -1.59189 -3.36334 -1.79266
C -1.93628 -3.97309 -0.58812
C -1.65181 -5.31412 -0.42516
C -2.01679 -5.94078 0.75646
C -2.67812 -5.22639 1.74827
C -2.95083 -3.87977 1.55697
C -2.56190 -3.22178 0.39478
C -2.73584 -1.70963 0.27307
O -2.66575 -1.21128 -1.02632
N -1.70271 -1.03200 1.09877
N -0.46818 -1.29237 0.60630
C 0.59561 -1.21046 1.29740
C 1.92623 -1.38376 0.71902
Br 1.99743 -1.76778 -1.15167
C 3.09128 -1.29204 1.34712
C 3.28460 -1.07787 2.79845
C 2.49898 -1.71434 3.75689
C 2.72009 -1.48422 5.10832
C 3.72880 -0.61903 5.51300
C 4.52805 0.00518 4.56238
C 4.31177 -0.23099 3.21408
H -2.33412 -2.73193 -1.93954
H -1.16786 -5.85366 -1.22947
H -1.80449 -6.99373 0.89134
H -2.98402 -5.71935 2.66145
H -3.47308 -3.32092 2.32983
H -3.67463 -1.42910 0.75799
H -1.79021 -1.11696 2.10448
H 0.54699 -0.97393 2.35792
H 3.99285 -1.36918 0.74695
H 1.73723 -2.42216 3.44680
H 2.11568 -1.99664 5.84582
H 3.90351 -0.44398 6.56726
H 5.32774 0.66624 4.87276
H 4.94370 0.24551 2.47170
C -4.45422 3.37934 -1.98662
C -3.42741 3.95938 -1.25538
C -2.21609 3.29467 -1.11243
C -2.03483 2.04491 -1.70025
C -3.07448 1.46284 -2.42457
C -4.27789 2.13105 -2.57215
P -0.45117 1.18773 -1.66445
C 0.43306 1.71730 -3.15014
C 1.02278 0.77996 -3.99244
C 1.68814 1.18599 -5.14356
C 1.76544 2.53487 -5.45094
C 1.17703 3.47997 -4.61495
C 0.50891 3.07486 -3.47133
C 0.48131 1.82816 -0.25789
C 1.84228 2.10235 -0.37496
C 2.57017 2.49344 0.74370
C 1.94325 2.61717 1.97545
C 0.58224 2.35310 2.09433
C -0.14665 1.95600 0.98391
H -5.39794 3.89888 -2.09767
H -3.56391 4.93270 -0.80074
H -1.41467 3.76105 -0.55299
H -2.95376 0.47999 -2.86074
H -5.08222 1.67455 -3.13531
H 0.96806 -0.27429 -3.75536
H 2.14042 0.45089 -5.79722
H 2.28045 2.85436 -6.34846
H 1.23456 4.53265 -4.86197
H 0.03777 3.81276 -2.83103
H 2.33633 2.01326 -1.33551
H 3.62729 2.70963 0.64647
H 2.51099 2.92578 2.84493
H 0.08940 2.46372 3.05304
H -1.20519 1.74216 1.07949


Entry 2:
75
Properties=species:S:1:pos:R:3 method="wB97M-V/def2-TZVPD" gap_ev=5.1 relative_energy_kj_mol=145.4 total_charge=-2 lumo_ev=4.05
In -0.84292 -1.40265 -1.06783
C -4.91232 -2.59595 0.87027
C -3.66982 -2.64765 0.01627
S -2.22492 -2.16925 0.89207
C -3.72602 -2.99245 -1.28183
C -5.03212 -3.32845 -1.95633
S -2.36462 -3.04445 -2.38193
H -4.63352 -2.36635 1.89467
H -5.44042 -3.55205 0.86867
H -5.59362 -1.82345 0.51067
H -5.73892 -3.79955 -1.27343
H -4.84532 -4.00475 -2.78923
H -5.48942 -2.41965 -2.35353
Cl 1.29728 -0.81185 -3.93273
C 1.74428 -2.22635 -3.07183
C 1.01468 -2.56505 -1.94433
C 1.33288 -3.77045 -1.33933
Cl 0.35578 -4.28165 -0.03423
C 2.37498 -4.57755 -1.78333
Cl 2.77188 -6.03895 -0.96373
C 3.10788 -4.19595 -2.89913
Cl 4.37928 -5.19055 -3.48953
C 2.78038 -3.01855 -3.55573
Cl 3.66878 -2.55845 -4.95863
O -3.26732 0.33435 -0.99923
C -2.37342 0.94425 -1.60063
C -1.94842 2.31485 -1.17233
C -2.70122 3.39095 -1.63003
C -2.38062 4.67815 -1.24173
C -1.31812 4.88015 -0.37753
C -0.59272 3.79935 0.08577
C -0.86692 2.49695 -0.31403
P 0.13818 0.92285 0.34197
C 1.67598 1.82995 -0.10713
C 2.36508 2.86055 0.52267
C 3.43518 3.47895 -0.10363
C 3.85678 3.07125 -1.35633
C 3.20138 2.02125 -1.97893
C 2.12628 1.41915 -1.35703
C -0.49562 1.40625 1.99117
C 0.13818 2.05045 3.04457
C -0.57782 2.42245 4.17217
C -1.92452 2.13355 4.28177
C -2.56202 1.46405 3.24867
C -1.85532 1.11835 2.11747
H -3.53652 3.20815 -2.29473
H -2.96252 5.51645 -1.60413
H -1.05572 5.88275 -0.06033
H 0.21028 3.98045 0.78537
H 2.08628 3.20965 1.50537
H 3.94448 4.29735 0.39117
H 4.69358 3.56315 -1.83853
H 3.52228 1.67575 -2.95113
H 1.60318 0.59865 -1.82713
H 1.19218 2.28155 3.01607
H -0.07322 2.95855 4.96877
H -2.47882 2.43785 5.15907
H -3.61542 1.22905 3.31987
H -2.35742 0.61775 1.30097
O -1.27302 0.54955 -3.72363
C -1.48432 0.35075 -2.55253
C 3.36428 -1.29935 0.52157
C 2.27958 -1.00365 1.57267
C 2.01608 -2.26985 2.40437
C 2.82728 0.06195 2.53397
O 1.10498 -0.61345 0.91957
H 4.28158 -1.63755 1.00287
H 3.57228 -0.40005 -0.05653
H 3.01118 -2.07095 -0.15853
H 2.94258 -2.58725 2.88597
H 1.64138 -3.06565 1.76887
H 1.26828 -2.06075 3.16837
H 2.13158 0.21115 3.35727
H 3.78248 -0.27475 2.93827
H 2.97408 0.99705 2.00327


Entry 3:
78
Properties=species:S:1:pos:R:3 method="wB97M-V/def2-TZVPD" gap_ev=6.7 relative_energy_kj_mol=137.4 total_charge=0 lumo_ev=-1.01
Pd 0.40078 1.99263 0.05734
Cl -2.26443 1.01715 2.05079
C -0.83979 1.55205 2.84721
C 0.27303 2.03417 2.13945
C 1.29898 2.53886 2.94563
Cl 2.67758 3.33382 2.26205
C 1.29217 2.46160 4.34195
Cl 2.61194 3.05924 5.27438
C 0.21179 1.89082 4.99679
Cl 0.20294 1.74121 6.70811
C -0.86908 1.45582 4.24236
Cl -2.22822 0.77906 5.05172
O -0.64423 1.03572 -2.97169
N 0.28276 1.78802 -3.08741
O 0.77641 2.30451 -2.01060
C -0.55929 6.80867 -0.83156
O -1.37261 5.62933 -0.72768
C -0.78730 4.50766 -0.37637
S 0.85249 4.35692 -0.00666
S -1.70682 3.10572 -0.25221
H -1.23810 7.60092 -1.12785
H 0.21345 6.66360 -1.58509
H -0.10406 7.03614 0.13186
N 0.06969 0.00244 -0.08834
P -1.01339 -1.10902 -0.03295
C -0.67900 -2.38880 -1.29627
C -1.15182 -2.23450 -2.59671
C -0.87357 -3.18924 -3.56452
C -0.12526 -4.31198 -3.24362
C 0.36566 -4.46804 -1.95418
C 0.09503 -3.50833 -0.99029
C -0.96638 -2.09818 1.51252
C -0.31221 -1.55296 2.60943
C -0.23639 -2.24253 3.81248
C -0.80397 -3.50218 3.92163
C -1.44004 -4.07073 2.82437
C -1.51891 -3.37502 1.62831
C -2.79910 -0.75484 -0.29409
C -3.81415 -1.38524 0.42698
C -5.14506 -1.06946 0.19717
C -5.48441 -0.11393 -0.74946
C -4.48273 0.52908 -1.45946
C -3.15059 0.21273 -1.23278
H -1.73432 -1.36346 -2.86243
H -1.24948 -3.05530 -4.57060
H 0.07946 -5.06246 -3.99686
H 0.95739 -5.33798 -1.69781
H 0.47875 -3.64294 0.01440
H 0.13520 -0.57247 2.51101
H 0.26345 -1.79366 4.66212
H -0.74705 -4.04510 4.85639
H -1.87208 -5.06044 2.90017
H -2.00081 -3.83679 0.77450
H -3.57863 -2.10201 1.19901
H -5.91810 -1.56425 0.77144
H -6.52352 0.13611 -0.92193
H -4.73210 1.28990 -2.18830
H -2.37337 0.73107 -1.77239
C 4.07130 1.97052 -0.09757
P 2.53132 0.97883 -0.09679
C 2.90015 -0.23125 1.19256
C 2.71828 0.14180 -1.68790
C 3.15617 0.86210 -2.79881
C 3.33045 0.22608 -4.01450
C 3.07859 -1.13467 -4.13026
C 2.65704 -1.85739 -3.02602
C 2.47429 -1.21906 -1.80788
H 3.95013 2.90874 -0.63767
H 4.83029 1.36871 -0.59781
H 4.38983 2.18419 0.91669
H 3.86672 -0.68601 0.97062
H 2.11938 -0.98279 1.23558
H 2.95810 0.28901 2.15074
H 3.32600 1.92794 -2.73075
H 3.64992 0.79608 -4.87696
H 3.20806 -1.62899 -5.08463
H 2.45438 -2.91629 -3.10747
H 2.13102 -1.78065 -0.95263


Entry 4:
71
Properties=species:S:1:pos:R:3 method="wB97M-V/def2-TZVPD" gap_ev="6.2 / 6.1" relative_energy_kj_mol=65.2 total_charge=-1 lumo_ev="2.53 / 2.58"
Pt 1.19188 1.25909 -0.20442
S 2.17532 -0.20994 2.24540
P 0.80104 -1.32925 1.36999
C 0.33295 -0.51331 -0.07341
P -0.53673 -0.80987 -1.52386
S 0.13096 0.55024 -2.79871
C -0.30638 -2.51899 -2.12651
C 0.71065 -2.77514 -3.04137
C 1.00494 -4.07982 -3.40674
C 0.28890 -5.13450 -2.85543
C -0.73010 -4.88243 -1.94848
C -1.02916 -3.57861 -1.58449
C -2.36791 -0.67559 -1.38573
C -3.02402 -0.92724 -0.18719
C -4.40162 -0.78488 -0.09530
C -5.13326 -0.38238 -1.20249
C -4.48295 -0.11722 -2.40062
C -3.10691 -0.25949 -2.49190
C -0.64936 -1.54184 2.46754
C -1.16442 -0.36666 3.01733
C -2.33158 -0.39941 3.76070
C -2.99643 -1.60389 3.96659
C -2.49529 -2.77187 3.41378
C -1.32726 -2.74218 2.66171
C 1.50801 -3.00131 1.17908
C 1.62438 -3.86453 2.26629
C 2.35164 -5.03806 2.14568
C 2.97545 -5.35217 0.94516
C 2.88102 -4.48330 -0.13235
C 2.15723 -3.30720 -0.01205
H 1.26233 -1.93862 -3.45375
H 1.79544 -4.27803 -4.12059
H 0.52621 -6.15455 -3.13297
H -1.28978 -5.70722 -1.52406
H -1.82475 -3.37577 -0.87586
H -2.45316 -1.21683 0.68233
H -4.89895 -0.97618 0.84819
H -6.20835 -0.26702 -1.13141
H -5.05231 0.21304 -3.26141
H -2.58588 -0.03199 -3.41332
H -0.64477 0.56747 2.83303
H -2.73165 0.51414 4.18354
H -3.90601 -1.63159 4.55470
H -3.01551 -3.71054 3.56520
H -0.95379 -3.65069 2.20418
H 1.16554 -3.60362 3.21195
H 2.44437 -5.70469 2.99477
H 3.54698 -6.26852 0.85711
H 3.37941 -4.71829 -1.06494
H 2.10111 -2.60461 -0.83395
C 4.75539 7.08136 -1.91346
O 3.60049 7.51989 -1.23484
C 2.75221 6.55771 -0.77681
C 1.63265 7.03959 -0.07083
C 0.73374 6.13673 0.42493
C 0.90475 4.74633 0.28953
C -0.04487 3.84757 0.89983
C -1.45237 4.33783 1.18480
O 0.22236 2.68949 1.24686
C 2.02807 4.24481 -0.45563
O 2.24657 3.02164 -0.73308
C 2.93578 5.21651 -0.97635
H 5.31591 7.98022 -2.16240
H 4.50507 6.54659 -2.83428
H 5.37016 6.43320 -1.28260
H 1.52267 8.10724 0.06386
H -0.12054 6.50431 0.98057
H -1.83866 4.93583 0.36090
H -1.46274 4.94534 2.09295
H -2.08816 3.46949 1.34214
H 3.77402 4.82419 -1.53700


no.,M (g mol⁻¹),energy (Eh)
1,714.92,-4615.99267
2,872.79,-5167.57578
3,923.38,-5556.07507
4,806.76,-3137.21089